1.
This record from the OMol25 dataset describes 7 unconnected molecules or ions with the total composition C39H44N5O6 in a non-equilibrium geometry. The level of theory is wB97M-V/def2-TZVPD.

Results
Highest occupied orbital energy (eV): -10.60
ΔE to the lowest compared entry with this formula, charge and spin (kJ/mol): 287.03
Energy (eV): -60872.3029
Total charge: +1
Orbital gap (eV): 7.85

Atoms and positions in Å:
C (-1.375, 1.758, -0.451)
C (-0.309, 0.803, 0.072)
N (-0.271, -0.449, -0.728)
C (0.885, -1.196, -0.823)
C (0.498, -2.410, -1.406)
N (-0.808, -2.392, -1.761)
C (-1.267, -1.209, -1.171)
C (-1.535, -3.591, -2.032)
H (-0.978, 2.226, -1.439)
H (-1.574, 2.689, -0.101)
H (-2.452, 1.405, -0.466)
H (-0.620, 0.672, 1.198)
H (0.833, 1.092, 0.152)
H (1.974, -1.073, -0.567)
H (1.341, -3.272, -1.445)
H (-2.424, -1.134, -1.104)
H (-2.453, -3.469, -2.716)
H (-2.034, -3.941, -1.232)
H (-0.739, -4.390, -2.546)
N (-0.308, -5.704, 2.433)
C (0.186, -6.193, 1.316)
C (1.287, -5.618, 0.582)
C (1.930, -4.516, 1.094)
C (1.458, -3.987, 2.350)
C (0.348, -4.630, 2.959)
H (-0.358, -7.131, 0.893)
H (1.705, -6.147, -0.421)
H (2.695, -4.150, 0.593)
H (1.914, -3.203, 2.849)
H (0.025, -4.270, 3.872)
N (-0.343, 5.937, 0.622)
C (-0.159, 6.353, -0.640)
C (0.686, 5.679, -1.559)
C (1.415, 4.580, -1.025)
C (1.263, 4.217, 0.330)
C (0.229, 4.773, 1.030)
H (-0.716, 7.309, -0.947)
H (0.754, 6.060, -2.660)
H (2.189, 3.979, -1.482)
H (1.687, 3.292, 0.647)
H (0.040, 4.365, 2.068)
N (-3.748, 5.589, -5.963)
C (-4.462, 5.589, -4.933)
C (-3.999, 5.071, -3.615)
C (-2.755, 4.469, -3.614)
C (-2.020, 4.280, -4.831)
C (-2.556, 4.862, -5.951)
H (-5.322, 6.029, -4.763)
H (-4.791, 5.168, -2.812)
H (-2.580, 4.022, -2.661)
H (-1.120, 3.883, -4.834)
H (-2.116, 4.647, -6.699)
C (-3.426, 4.090, 2.924)
C (-4.282, 3.642, 1.768)
C (-4.500, 2.293, 1.442)
C (-3.835, 1.347, 2.364)
C (-2.970, 1.801, 3.414)
C (-2.760, 3.119, 3.675)
O (-1.890, 3.424, 4.656)
O (-5.171, 1.863, 0.358)
H (-3.511, 5.019, 3.074)
H (-4.617, 4.556, 1.140)
H (-3.846, 0.334, 2.264)
H (-2.581, 0.936, 3.994)
H (-2.224, 4.117, 5.202)
H (-5.703, 2.504, 0.323)
C (4.449, -5.655, -0.921)
C (4.362, -7.196, -0.612)
C (3.480, -8.005, -1.492)
C (2.786, -7.320, -2.526)
C (2.936, -5.954, -2.756)
C (3.636, -5.114, -1.862)
O (3.697, -3.735, -2.286)
O (3.249, -9.252, -1.223)
H (5.127, -5.103, -0.488)
H (4.828, -7.527, 0.235)
H (2.030, -8.083, -3.065)
H (2.209, -5.583, -3.411)
H (4.179, -3.209, -1.786)
H (3.184, -9.770, -0.301)
C (1.081, 1.100, 3.664)
C (1.552, -0.204, 3.014)
C (2.818, -0.127, 2.265)
C (3.437, 1.087, 2.204)
C (2.940, 2.322, 2.719)
C (1.826, 2.297, 3.511)
O (1.382, 3.483, 4.093)
O (3.282, -1.213, 1.642)
H (0.115, 1.392, 4.070)
H (0.881, -0.981, 3.231)
H (4.397, 1.059, 1.675)
H (3.553, 3.346, 2.443)
H (0.637, 3.487, 4.556)
H (4.091, -1.295, 1.152)

2.
This record from the OMol25 dataset describes a single C5H10O2 molecule in a non-equilibrium geometry. The level of theory is wB97M-V/def2-TZVPD.

Results
Highest occupied orbital energy (eV): -7.85
ΔE to the lowest compared entry with this formula, charge and spin (kJ/mol): 578.82
Energy (eV): -9437.0439
Total charge: 0
Orbital gap (eV): 8.76

Atoms and positions in Å:
C (2.413, -0.327, 0.756)
O (1.027, -0.129, 0.588)
C (0.612, -0.362, -0.770)
C (-0.832, -0.371, -1.103)
C (-1.894, -0.672, -0.172)
C (-1.743, 0.895, -0.128)
O (-1.165, 1.464, 0.994)
H (2.694, -1.355, 0.484)
H (2.650, -0.160, 1.810)
H (3.008, 0.366, 0.140)
H (1.182, 0.319, -1.424)
H (0.918, -1.388, -1.061)
H (-1.499, 1.362, -1.114)
H (-2.837, -1.028, -0.615)
H (-1.764, -1.083, 0.840)
H (-2.705, 1.366, -0.358)
H (-0.220, 1.226, 1.031)

3.
This record from the OMol25 dataset describes a single C2H5N3O2S molecule in a non-equilibrium geometry. The level of theory is wB97M-V/def2-TZVPD.

Results
Highest occupied orbital energy (eV): -8.52
ΔE to the lowest compared entry with this formula, charge and spin (kJ/mol): 460.57
Energy (eV): -21551.1400
SMILES string: ONC1=NSCON1
Total charge: 0
Orbital gap (eV): 9.18

Atoms and positions in Å:
O (-2.187, -1.894, -0.172)
N (-0.793, -1.871, -0.247)
C (-0.301, -0.612, 0.007)
N (-1.120, 0.300, 0.226)
S (-0.788, 1.915, 0.693)
C (1.098, 1.789, 0.479)
O (1.394, 0.830, -0.601)
N (1.123, -0.468, -0.042)
H (-2.335, -0.944, 0.188)
H (-0.571, -2.289, -1.182)
H (1.436, 2.752, 0.077)
H (1.591, 1.572, 1.414)
H (1.453, -1.081, -0.841)

4.
This record from the OMol25 dataset describes 14 unconnected molecules or ions with the total composition C22H72O14 in a non-equilibrium geometry. The level of theory is wB97M-V/def2-TZVPD.

Results
Highest occupied orbital energy (alpha / beta) (eV): -0.20 / -7.22
ΔE to the lowest compared entry with this formula, charge and spin (kJ/mol): 126.55
Spin multiplicity: 2
Energy (eV): -52642.3784
Total charge: -1
Orbital gap (alpha / beta) (eV): 2.25 / 9.25

Atoms and positions in Å:
C (-13.103, -16.404, 0.670)
O (-12.803, -17.207, 1.859)
H (-12.715, -16.843, -0.250)
H (-14.186, -16.401, 0.551)
H (-12.694, -15.394, 0.648)
H (-13.140, -18.090, 1.693)
C (-11.044, -8.247, 4.046)
O (-9.796, -8.519, 3.527)
H (-11.520, -7.396, 3.560)
H (-11.677, -9.134, 4.090)
H (-10.905, -7.928, 5.079)
H (-9.472, -9.313, 3.958)
C (-18.119, -9.444, 6.052)
O (-18.902, -10.542, 6.438)
H (-17.579, -9.041, 6.908)
H (-17.308, -9.737, 5.386)
H (-18.811, -8.703, 5.652)
H (-19.608, -10.097, 6.913)
C (-13.341, -12.941, -2.212)
O (-13.658, -12.642, -0.903)
H (-12.643, -13.776, -2.155)
H (-14.179, -13.192, -2.861)
H (-12.808, -12.114, -2.682)
H (-12.853, -12.649, -0.380)
C (-18.958, -12.942, 3.669)
O (-19.446, -12.821, 4.956)
H (-19.497, -12.377, 2.908)
H (-17.919, -12.611, 3.695)
H (-19.012, -13.984, 3.356)
H (-19.075, -12.019, 5.332)
C (-17.059, -15.549, 1.630)
O (-17.648, -15.263, 0.388)
H (-17.004, -14.746, 2.365)
H (-17.626, -16.319, 2.155)
H (-16.117, -16.072, 1.463)
H (-17.252, -14.464, 0.033)
C (-10.709, -14.201, 3.283)
O (-10.778, -12.804, 3.093)
H (-10.942, -14.401, 4.329)
H (-11.410, -14.751, 2.654)
H (-9.675, -14.528, 3.180)
H (-10.243, -12.404, 3.782)
C (-16.827, -11.000, 10.400)
C (-15.587, -10.763, 9.550)
C (-15.463, -11.764, 8.416)
O (-15.656, -9.495, 8.933)
H (-16.925, -12.024, 10.759)
H (-17.710, -10.648, 9.865)
H (-16.720, -10.369, 11.283)
H (-14.706, -10.803, 10.190)
H (-15.425, -12.769, 8.837)
H (-14.534, -11.723, 7.847)
H (-16.353, -11.782, 7.787)
H (-14.944, -9.444, 8.290)
C (-18.410, -8.528, -0.387)
C (-18.698, -8.260, 1.075)
C (-18.366, -9.409, 2.085)
O (-17.856, -7.210, 1.428)
H (-18.955, -7.817, -1.008)
H (-18.855, -9.463, -0.727)
H (-17.331, -8.572, -0.533)
H (-19.723, -7.920, 1.226)
H (-17.406, -9.848, 1.811)
H (-19.164, -10.146, 1.992)
H (-18.316, -9.068, 3.119)
H (-18.143, -6.835, 2.264)
C (-14.221, -13.104, 2.682)
C (-14.112, -12.031, 3.814)
C (-15.367, -11.753, 4.592)
O (-13.174, -12.593, 4.688)
H (-14.232, -14.095, 3.137)
H (-13.449, -13.052, 1.915)
H (-15.209, -13.076, 2.221)
H (-13.650, -11.103, 3.478)
H (-15.215, -11.333, 5.587)
H (-15.885, -12.705, 4.709)
H (-16.081, -11.102, 4.087)
H (-12.440, -12.740, 4.087)
C (-9.374, -14.919, -0.406)
C (-9.832, -13.450, -0.483)
C (-9.883, -12.875, -1.878)
O (-11.091, -13.321, 0.077)
H (-9.144, -15.207, 0.620)
H (-8.484, -15.144, -0.993)
H (-10.165, -15.610, -0.698)
H (-9.089, -12.888, 0.082)
H (-10.163, -11.824, -1.813)
H (-10.622, -13.402, -2.481)
H (-8.900, -12.922, -2.345)
H (-10.942, -13.342, 1.025)
C (-16.043, -15.846, 7.010)
C (-16.969, -16.343, 5.976)
C (-16.297, -16.997, 4.780)
O (-17.862, -17.225, 6.628)
H (-15.250, -15.213, 6.613)
H (-15.546, -16.658, 7.541)
H (-16.590, -15.248, 7.739)
H (-17.531, -15.469, 5.647)
H (-17.066, -17.357, 4.096)
H (-15.623, -17.785, 5.117)
H (-15.652, -16.253, 4.314)
H (-18.587, -17.488, 6.057)
O (-12.404, -14.118, 6.943)
H (-11.602, -13.597, 6.902)
H (-12.994, -13.700, 6.315)
O (-13.489, -9.477, 6.956)
H (-13.828, -9.939, 6.189)
H (-12.623, -9.858, 7.102)